# 1
A molecular structure, C52H51ClInN7O4S2 at a distorted geometry, computed with ωB97M-V with the def2-TZVPD basis set.

CARTESIAN COORDINATES (ANGSTROEM)
H -4.0764 -2.5341 4.0373
H 3.3752 3.1736 2.0758
C -2.6313 3.2082 -3.2204
H -5.1705 4.5517 -1.4285
H -4.7876 -2.2333 -0.4173
Cl 4.9106 -2.3982 -0.0202
H 2.3107 -2.5151 -5.6131
H -0.6989 -5.6929 -1.7540
C -0.9322 1.8654 1.1031
N -0.5206 1.9274 6.2248
H -1.6252 -3.9830 -3.9761
C 0.2056 -3.1691 2.4753
C -0.6179 1.3411 3.7644
H -4.6090 1.3361 2.3050
H -4.7635 3.1003 -3.3908
H -4.4899 0.5845 -0.7556
N -0.5856 0.6419 1.4491
S -0.3677 0.8409 -1.7746
C 0.3736 -1.1165 -4.4535
H 0.5728 -2.9356 5.8250
H -3.6736 1.8511 0.1484
H 0.2999 -1.0860 -5.5399
O -0.0622 3.0362 6.0221
O -1.0201 1.5405 7.2576
H 0.2427 4.3881 -3.5029
H 0.6904 -4.6209 3.9778
C 0.4495 -3.5846 3.7888
H 7.1623 5.6120 0.9372
C 0.9017 -2.4579 -4.0148
C 0.8434 -4.4421 -2.5965
H 6.9387 2.5935 -2.0869
H -1.0641 2.0604 0.0464
O 1.8535 -4.6503 0.7641
C -3.9291 3.4997 -2.8291
C 7.1667 4.1725 -0.6545
C -4.2367 -2.6358 -1.2631
C -3.6136 0.8025 -0.1384
O 1.9048 -2.5349 0.0287
C -1.7847 4.5572 -1.4284
C -1.1756 2.8854 2.0236
C 1.8661 -4.9880 -3.3569
C 4.8502 3.1749 0.5137
C 0.3877 -3.1544 -2.9182
C -4.3284 -0.5225 3.3375
C 6.5260 3.0716 -1.2084
C 2.4099 -4.2991 -4.4283
H -3.1748 -3.1417 -3.8006
C -3.0216 -3.7672 1.8967
H 2.8833 4.7748 0.1596
C -3.0818 -1.3847 1.0206
C 1.8022 4.1677 -1.5828
C 5.3712 2.5720 -0.6279
H -2.8669 -4.6036 -2.8732
C -1.0107 2.6303 3.3612
H 3.2063 -4.7432 -5.0098
H 0.2614 -3.8875 1.6711
H -0.6068 -0.9017 -4.0331
N -0.6011 -2.5780 -2.0645
H 1.0645 -0.3286 -4.1470
C 1.9151 -3.0514 -4.7593
C -3.0829 4.8333 -1.0235
N 2.4511 2.7445 0.2551
H 4.3689 -4.5322 0.7793
H 2.2402 -5.9710 -3.1000
C -0.4465 0.3637 2.7604
N -0.0517 -1.9137 2.1575
H -4.6181 -2.1899 -2.1831
C -4.1586 4.3121 -1.7275
H -1.1763 3.4069 4.0908
In 0.0789 -1.2952 -0.1237
H 3.9902 -3.2768 1.9619
H 3.7397 1.5736 1.4065
N -2.2824 -1.7904 -0.0909
H -4.7921 -0.1785 4.2531
C -3.9115 -1.8378 3.2236
H 0.0381 -0.5722 6.5179
H 2.7228 3.9883 -2.1468
N 0.7973 3.1639 -1.9303
H -2.4582 2.5749 -4.0833
H 5.1008 4.7353 1.9660
C -3.3049 -2.2974 2.0605
H -4.4263 -3.7089 -1.3250
H 0.9202 -6.0074 -1.1377
H 1.4231 5.1518 -1.8480
C -0.1329 3.4901 -3.0141
H -2.7313 0.6651 -0.7644
H -3.2543 5.4749 -0.1680
C 3.6018 2.6215 1.1608
H -1.4950 3.8604 1.6813
C -0.1325 -0.9912 3.1302
C -1.5499 3.7423 -2.5315
H 0.0541 -4.5786 -0.5951
H 1.1740 4.3898 0.4619
C -4.2152 0.3281 2.2496
H -2.2476 -3.9673 1.1581
C 5.4951 4.2742 1.0672
C -0.0996 -0.3194 5.4743
C -2.4011 -3.7002 -3.2705
C -2.7755 -2.3662 -1.1113
C -3.6126 -0.0908 1.0705
H -0.9529 5.0051 -0.8935
H -3.9315 -4.2744 1.5651
S 2.2413 0.1274 0.1042
C 0.2421 -5.2203 -1.4573
C -0.4147 0.9462 5.1313
H 4.8865 1.6971 -1.0504
C 0.7654 1.9888 -1.3147
H -0.1298 2.6804 -3.7467
H -2.7362 -4.2146 2.8466
C 6.6561 4.7678 0.4885
C -1.8339 -2.8681 -2.1662
H 8.0693 4.5591 -1.1078
C 2.0680 4.1047 -0.1022
C 0.0522 -1.3260 4.4788
C 0.3769 -2.6594 4.7966
C 2.4394 -3.6053 0.5299
C 1.8121 1.7099 -0.2686
C 3.9325 -3.5476 0.9078

- calculated total energy (eV) = -112727.6766
- total charge = +2
- energy above the lowest of the compared OMol25 structures with the same formula, charge and spin (eV) = 0.000

Mulliken atomic charge list, values in e, 2 entries: 0.5320, 0.4436



# 2
9 unconnected molecules or ions with the total composition C15H17Cl24N2, computed with ωB97M-V with the def2-TZVPD basis set.

CARTESIAN COORDINATES (ANGSTROEM)
Cl -2.5747 -0.0246 -1.7500
C -10.3249 -3.8558 -3.6642
Cl -3.6922 -7.4622 -5.7310
Cl 2.5254 -3.9445 -2.1015
Cl 7.0792 -2.4059 -3.1903
C 0.6046 0.5947 2.4526
Cl -4.0466 -9.2732 -3.4864
Cl -3.9058 -2.8798 -1.8664
C 2.8641 0.5748 1.5947
H 6.3859 2.5323 1.2659
Cl -11.1951 -4.2491 -5.1420
C 4.4220 2.5273 2.2832
C 3.1327 1.7483 2.2652
C -5.4702 -3.3822 -2.5259
C 1.6024 -0.0051 1.6850
Cl 2.1272 5.4646 3.8866
Cl 2.1607 -3.3300 0.7043
C 5.3917 -2.0106 -3.5050
C 1.3436 -3.7423 -0.8166
Cl -8.5931 -3.6878 -3.9836
C -0.5048 8.6892 3.2244
Cl 0.1401 -2.5265 -1.2601
H 4.2482 3.4958 1.8037
C 5.6433 1.8590 1.7041
H -4.4232 -6.9683 -3.5688
Cl -10.6112 -5.0671 -2.4152
Cl -0.3260 1.1923 -0.4041
H 4.8704 -1.9904 -2.5563
Cl -5.4429 -3.3026 -4.2875
H 0.8285 -4.6821 -0.6667
H -10.6917 -2.9058 -3.2996
H 0.1785 2.2928 3.7050
H 4.6495 2.7533 3.3341
Cl -2.1044 -7.1183 -3.3230
H 2.3114 3.1748 3.4658
N 2.1272 2.2952 2.9835
Cl 0.6933 8.5022 4.5134
N 5.8195 0.6117 1.7771
H 6.7163 0.3440 1.3753
Cl 5.2413 -0.4134 -4.2399
H -0.3745 0.1456 2.5387
Cl -1.5833 7.2909 3.1807
Cl 4.9326 5.7812 4.5575
Cl 4.6252 -3.2416 -4.5051
Cl -5.8671 -5.0024 -1.9651
Cl -1.4050 10.1824 3.4150
H 0.0266 8.7286 2.2829
H 3.6351 0.1049 1.0051
C -3.6663 -7.6250 -3.9773
Cl 3.1727 4.2803 6.3128
Cl -2.3800 2.8726 -1.5979
H 3.0626 6.5527 5.7373
C 3.3038 5.6418 5.2034
C -1.4926 1.3622 -1.7323
H -6.2270 -2.6969 -2.1671
H -0.9304 1.3760 -2.6569
C 0.9003 1.7628 3.0971
H 1.4274 -0.9248 1.1381

- calculated total energy (eV) = -319342.3144
- total charge = +1

Mulliken atomic charge list, values in e, 2 entries: -0.0557, -0.0098



# 3
A molecular structure, C23H14BrMnN3O7, computed with ωB97M-V with the def2-TZVPD basis set.

CARTESIAN COORDINATES (ANGSTROEM)
O -0.5279 -1.9262 1.4231
O -5.4966 -4.0005 -2.7698
H 3.1886 -1.5450 0.3586
C 2.3574 1.6186 0.9994
C 1.0198 0.4187 -3.9226
O -2.7732 -5.0651 -2.6274
H -1.3105 0.6397 4.2215
O -0.4452 -1.5518 3.6459
H 4.3160 3.5781 2.9656
C -0.2739 0.3390 -4.4421
O -5.5319 -1.3357 -1.4912
C 2.8559 2.7653 1.6070
O -2.7009 -0.8110 -0.5940
H 1.9200 0.7556 -4.4171
H 1.5402 1.6879 0.2973
C -1.6509 2.3750 2.9552
N 1.4159 -0.7244 -0.4316
C -4.5553 -2.0680 -1.6196
N -0.8832 0.6281 0.9208
Br -1.0695 2.5332 -1.0982
O -1.1182 -2.9295 -1.2518
C -0.9474 0.2272 2.1861
H 4.4306 -0.6637 2.3697
C -3.1369 -3.9772 -2.2056
C -3.1866 -1.8308 -1.1936
C 3.9893 0.3037 2.1515
C -1.6011 2.8043 1.6501
C -4.5426 -3.4307 -2.2733
C 3.9251 2.6849 2.4921
C -0.6173 -1.2234 2.4650
H 2.4015 3.7244 1.3830
C 2.9124 0.3711 1.2714
C -2.3453 -2.9356 -1.5386
Mn -0.6617 -1.0844 -0.4087
C 0.9137 -0.0613 -2.6033
H 2.8987 0.0116 -1.6881
C -1.2024 1.8914 0.6827
C 2.3526 -0.9066 0.6635
H 5.3300 1.3688 3.4444
H -0.5961 0.6006 -5.4403
C 1.8447 -0.2557 -1.5552
C 4.4929 1.4462 2.7591
H -1.9539 3.0550 3.7426
C -1.0927 -0.1737 -3.4034
H -2.1583 -0.3619 -3.4172
N -0.3799 -0.3948 -2.3052
C -1.3069 1.0614 3.2263
H 1.8189 -1.4482 1.4457
H -1.8577 3.8151 1.3704

- calculated total energy (eV) = -144246.5704
- <S²> = 0.81
- total charge = -2
- spin multiplicity = 2
- energy above the lowest of the compared OMol25 structures with the same formula, charge and spin (eV) = 0.082

Mulliken atomic charge list, values in e, 2 entries: -0.6834, -0.7138



# 4
8 unconnected molecules or ions with the total composition C35H40N6O6 at a distorted geometry, computed with ωB97M-V with the def2-TZVPD basis set.

CARTESIAN COORDINATES (ANGSTROEM)
C 0.2524 -0.6072 -0.8183
C -1.5053 3.8941 -0.6239
C -3.5302 -5.0013 0.3935
O -2.9340 -3.5924 -4.2322
H 4.8054 1.3161 -4.3386
H -2.5044 4.7127 -2.3111
C 0.2200 -3.2997 -5.4793
H -3.9724 4.9219 2.9116
C 3.2479 -0.1753 -3.9663
H 1.6387 2.1306 0.5898
H 3.4818 3.1622 2.3676
H -5.9357 1.0310 5.0494
H 4.0020 -0.6738 -3.3579
H 2.4399 0.2247 -3.3514
H 4.4164 1.2359 3.5701
N -5.5599 4.2073 4.0244
H -3.5233 3.6620 -1.3356
N -0.2503 1.4261 1.0359
C -0.3483 4.7811 -0.5841
C 6.1498 0.9842 0.7130
C 1.2067 0.3339 -0.5038
H -1.7252 3.6860 0.4284
N 0.5682 5.4656 -0.5076
H -0.5923 -4.0011 -0.8823
C -4.4800 4.0344 3.2738
O 3.1526 -1.2294 -7.2083
C -3.8460 2.8051 3.0601
C 0.5028 -2.3055 2.7076
H 2.1709 0.3196 -0.9980
H 0.4237 -1.4293 -1.5018
N -1.7432 -6.2514 1.3802
C -3.0473 -5.9691 1.2449
C -0.9603 -0.5611 -0.1458
O 4.0863 0.4331 -6.0242
H -4.5797 -4.7461 0.3321
C -3.2809 5.7174 -0.6107
C 5.7948 0.6788 2.0186
C -6.0396 3.0989 4.6231
C -1.1437 0.4756 0.7786
C 3.2889 -0.6357 -6.1865
C -0.8839 -5.5139 0.6820
H -1.7933 -1.2366 -0.2802
H 0.1706 -5.7217 0.8087
H -2.9052 2.7670 2.5263
H -6.9356 3.2654 5.2068
H 4.3964 3.6052 0.0088
C -5.4933 1.8400 4.4847
H -0.0001 -0.2964 3.4278
C 2.2726 -3.2929 3.7257
N 1.3017 -3.3865 2.8210
C 3.8391 1.0187 -4.7398
H -0.1871 -2.3387 1.8733
H -3.9331 0.7101 3.5160
C -4.3577 1.6904 3.6939
C 2.4276 -2.2244 4.6049
N 5.6499 2.0275 0.0411
C 1.5620 -1.1684 4.5349
H 2.8800 -4.1853 3.8368
C -1.2773 -4.5883 -0.2842
H -2.0315 0.4698 1.4034
C 4.7454 2.7978 0.6438
C 0.3462 -2.6955 -4.0698
C 0.9190 1.3434 0.4018
C -2.6236 -4.2898 -0.3898
H -1.2724 2.9333 -1.0841
C -2.7695 4.4435 -1.2841
C 4.2610 2.5558 1.9308
H 3.2120 -2.2654 5.3513
H -2.8238 6.6414 -0.9614
O 2.8186 -1.0530 -4.9914
H 0.9496 -4.0931 -5.6216
H 1.6457 -0.3231 5.2052
H 0.3974 -2.5352 -6.2332
H 3.1744 1.8774 -4.8188
H 1.0101 -3.1912 -3.3594
H -3.1324 5.7034 0.4733
H -3.7401 -6.5234 1.8655
H 6.8465 0.3766 0.1474
C 4.8123 1.4736 2.5872
C 0.5972 -1.1942 3.5264
O -0.9832 -2.7988 -3.5257
O -1.0861 -3.8526 -5.4619
H -4.3590 5.8137 -0.7534
H -2.9467 -3.5249 -1.0856
C -1.7723 -3.4284 -4.3955
H 6.0889 -0.2431 2.4988
H 0.6361 -1.6487 -4.0226

- SMILES string = O=C1OCCO1.O=C1OCCO1.c1ccncc1.c1ccncc1.c1ccncc1.c1ccncc1.c1ccncc1.CCCC#N
- calculated total energy (eV) = -58167.8167
- energy above the lowest of the compared OMol25 structures with the same formula, charge and spin (eV) = 0.673

Mulliken atomic charge list, values in e, 2 entries: 0.1472, 0.3810